No. 1
Density functional theory data (wB97M-V/def2-TZVPD) for 2 unconnected molecules or ions with the total composition C7H17NO3P at a distorted geometry.

XYZ file:
```
29
Properties=species:S:1:pos:R:3:forces:R:3:lowdin_charge:R:1
C -1.125209 0.610045 -0.271071 0.615 0.047 -0.113 0.013
C 1.320942 3.118249 -0.154276 -1.344 1.117 -1.439 -0.039
C 2.859953 -2.193160 0.747838 0.447 1.543 -0.421 -0.085
C -3.368733 0.615966 0.370199 -2.632 0.455 -1.180 -0.035
C -2.516955 -1.399269 -0.556022 -0.353 -3.267 -1.060 -0.043
C 1.763816 1.694876 0.010697 1.163 1.070 0.072 -0.288
C 1.357474 -2.353416 0.381324 -0.403 -1.272 0.527 -0.284
N -2.199747 -0.052264 -0.184414 -0.749 0.348 0.644 -0.273
O 0.265215 -1.026003 -2.276472 -0.561 0.208 0.740 -0.214
O 1.388393 0.937958 -1.137744 0.024 -0.506 -0.262 -0.219
O 0.748242 -1.055787 0.430200 -1.379 2.199 -3.114 -0.291
P 0.324314 -0.264955 -1.028281 2.486 -0.223 2.561 0.582
H -0.929904 2.770500 0.576598 0.986 -1.518 -1.312 0.316
H 1.774140 3.907582 0.462477 -0.224 -0.671 0.270 0.099
H 1.394687 3.514678 -1.256913 -0.581 -1.041 2.013 0.151
H 0.105236 3.068953 0.178206 0.275 0.500 -0.218 0.020
H 3.482956 -1.670815 -0.125729 -1.066 -1.952 1.650 0.120
H 2.936794 -1.380183 1.537417 -0.448 -1.002 -0.645 0.079
H 3.232786 -3.121723 1.273614 0.068 0.953 -1.305 0.090
H -4.322200 -0.121261 0.325062 2.372 2.013 0.345 0.150
H -3.512468 1.499864 -0.352825 -0.336 -1.191 1.519 0.129
H -3.100860 0.936574 1.371720 -0.468 0.103 0.074 0.091
H -1.662612 -1.891790 -1.117778 -1.358 0.660 0.422 0.102
H -3.526483 -1.450693 -1.071048 1.580 0.482 -0.259 0.126
H -2.805785 -2.085674 0.292942 0.921 1.168 -0.081 0.134
H 1.316962 1.158153 0.864357 0.872 0.676 0.242 0.112
H 2.912724 1.939265 0.077703 -1.724 -1.666 -0.117 0.181
H 0.841475 -2.865075 1.268446 0.741 0.202 -1.522 0.134
H 1.044844 -2.840600 -0.636237 1.074 0.562 1.970 0.141
```
Forces are in eV/Å.

As for the energy above the lowest of the compared OMol25 structures with the same formula, charge and spin: 5.018 eV. Its electronic energy is -24443.851 eV. As for the HOMO-LUMO gap (spin up / spin down): 6.8 / 7.7 eV. As for the spin multiplicity: 1. Its charge is +1. The calculation puts the HOMO energy (spin up / spin down) at -13.384 / -13.801 eV.



No. 2
Density functional theory data (wB97M-V/def2-TZVPD) for a molecular structure, C7H17NOP at a distorted geometry.

XYZ file:
```
27
Properties=species:S:1:pos:R:3:forces:R:3:lowdin_charge:R:1
C 2.353607 0.422118 0.994325 -2.637 -2.969 2.068 -0.094
C 2.680670 0.662709 -1.508740 -1.265 -3.090 -0.286 -0.059
C 0.680542 1.744835 -0.312530 0.261 0.412 3.850 -0.117
C -3.144939 -0.356082 1.215991 0.074 -2.397 -4.780 -0.178
C -1.324524 -2.134384 0.945491 -2.220 -0.617 -2.161 -0.220
C 1.613357 0.525179 -0.353922 -1.024 -1.783 0.124 -0.660
C -1.696115 -0.706247 0.635947 -3.209 -0.240 -0.825 -0.558
N 0.735189 -0.689310 -0.399288 3.013 0.137 -0.246 -0.136
O -0.081025 -0.597258 -1.716369 -0.442 0.164 0.720 -0.441
P -1.484529 -0.322750 -1.029241 -0.024 2.746 -0.713 0.725
H 1.659347 0.619018 1.905997 1.004 0.020 -1.629 0.100
H 2.857452 -0.562053 1.308887 -0.886 0.943 -1.165 0.088
H 3.111788 1.090335 0.934321 2.318 2.474 0.361 0.004
H 2.409102 1.479576 -2.122041 -0.104 0.888 -0.933 0.025
H 2.624594 -0.342710 -2.157576 0.340 2.238 1.447 0.111
H 3.665894 0.825787 -1.103435 0.520 -0.085 -0.027 0.037
H 1.010785 2.510786 0.505052 -0.038 -0.526 -2.002 0.096
H 0.482633 2.077327 -1.281306 -0.224 1.223 -1.403 0.030
H -0.277933 1.439685 0.156081 0.714 -0.035 -0.313 0.023
H -3.620654 0.396115 0.478424 0.239 -1.007 1.617 0.057
H -3.750737 -1.399757 1.268076 0.806 2.542 0.007 0.076
H -2.921843 0.017882 2.133028 -0.255 1.233 2.907 -0.011
H -2.275067 -2.880807 1.045953 2.229 1.477 -0.028 0.096
H -0.639266 -2.418860 0.156358 -0.036 -0.817 -0.151 0.022
H -0.690520 -2.073279 1.743885 1.280 -0.643 2.865 0.015
H -1.763262 1.154030 -1.186677 0.051 -1.334 0.607 0.008
H -2.214546 -0.481885 -2.256691 -0.488 -0.953 0.089 -0.037
```
Forces are in eV/Å.

As for the energy above the lowest of the compared OMol25 structures with the same formula, charge and spin: 1.767 eV. Its electronic energy is -20354.766 eV. As for the HOMO-LUMO gap: 5.7 eV. As for the spin multiplicity: 1. Its charge is -1. The calculation puts the HOMO energy at -1.898 eV.



No. 3
Density functional theory data (wB97M-V/def2-TZVPD) for a molecular structure, C7H17NP at a distorted geometry.

XYZ file:
```
26
Properties=species:S:1:pos:R:3:forces:R:3:lowdin_charge:R:1
C 1.595986 0.358258 0.024288 0.212 -0.181 -1.217 -0.156
C 0.898966 -0.242871 -1.212402 1.303 1.140 -0.914 -0.207
C 0.545054 0.336483 1.046459 0.507 -0.061 5.972 -0.237
C -0.506008 -0.397077 -0.871085 -2.275 -2.220 2.607 -0.231
C -1.502635 2.741901 1.240521 0.420 2.954 0.668 -0.086
C 0.258080 -3.603270 -0.963662 -4.679 1.025 -1.132 -0.322
C -0.872871 2.018273 0.073239 0.195 -0.138 -2.245 -0.159
N -0.726813 0.503714 0.385918 0.360 1.039 -2.499 -0.127
P -0.785792 -2.478504 0.132037 1.368 2.360 -1.117 0.959
H 2.494200 -0.215538 0.339493 -0.521 0.841 -0.318 0.149
H 1.755052 1.372037 -0.282679 1.113 0.544 0.425 0.095
H 1.053418 0.371450 -2.129838 0.072 -0.541 0.620 0.144
H 1.395650 -1.160249 -1.282360 0.337 -1.582 -1.151 0.070
H 0.549533 -0.655572 1.678951 -0.121 2.025 -1.237 0.134
H 0.679573 1.248817 1.780811 -0.281 -2.020 -1.081 0.168
H -1.314381 -0.177785 -1.568277 0.306 -0.239 -0.106 0.112
H -0.959688 3.746175 1.363951 -0.625 -1.353 -0.226 0.113
H -2.559295 3.095069 1.156631 0.690 -0.945 -0.264 0.097
H -1.348279 2.291473 2.223199 -0.090 -0.369 -0.209 0.078
H 1.249281 -3.462295 -0.939816 3.617 0.705 0.531 -0.017
H -0.076995 -3.622072 -2.002039 0.064 0.487 -0.077 0.052
H 0.001532 -4.573426 -0.667796 -0.110 -1.624 0.973 0.012
H 0.154653 2.491654 -0.277321 -2.102 -1.365 0.992 0.166
H -1.514333 2.001052 -0.853168 0.488 0.420 0.991 0.138
H -1.592039 0.235346 0.844918 0.283 -0.259 0.562 0.166
H -2.040304 -2.455429 -0.447894 -0.532 -0.642 -0.548 -0.111
```
Forces are in eV/Å.

As for the energy above the lowest of the compared OMol25 structures with the same formula, charge and spin: 1.262 eV. Its electronic energy is -18304.571 eV. As for the HOMO-LUMO gap: 9.9 eV. As for the spin multiplicity: 1. Its charge is +1. The calculation puts the HOMO energy at -12.988 eV.



No. 4
Density functional theory data (wB97M-V/def2-TZVPD) for a molecular structure, C7H17O2PS at a distorted geometry.

XYZ file:
```
28
Properties=species:S:1:pos:R:3:forces:R:3:lowdin_charge:R:1
C 2.304818 -0.631318 -0.939280 0.199 -0.022 1.047 -0.071
C 1.049429 -1.692897 0.919240 -0.756 1.290 0.891 -0.052
C 1.146077 1.240684 1.134649 0.203 -0.481 2.201 -0.063
C 0.295457 1.614292 -1.113201 1.537 -1.508 1.405 -0.009
C -1.074759 0.255306 0.490750 -2.394 2.616 -0.978 -0.249
C 0.914028 -0.770018 -0.319800 0.334 -1.615 -1.449 -0.373
C 0.337093 0.572463 0.071025 -0.535 0.448 -0.729 -0.576
O -3.544376 0.290813 -0.820371 2.249 -1.176 -2.219 -0.714
O -2.504312 -2.039676 -0.353424 0.949 0.828 -0.149 -0.347
P -2.148852 -0.635922 -0.696815 -2.163 -0.023 -0.450 0.586
S -4.226883 0.705490 0.656498 -1.878 4.071 2.896 0.784
H 2.940325 0.055205 -0.369564 -0.125 0.000 -0.165 0.085
H 2.824170 -1.566207 -0.932542 0.248 -0.786 0.069 0.073
H 2.266745 -0.340731 -1.952412 -0.061 0.644 -1.165 0.064
H 1.795342 -1.271327 1.585659 0.551 0.054 -0.192 0.075
H 1.326182 -2.681628 0.724820 0.604 -1.455 -0.825 0.061
H 0.218842 -1.802640 1.631815 -0.385 0.282 -0.741 0.085
H 0.742635 2.138514 1.509106 -1.024 1.423 -0.102 0.077
H 1.347027 0.758340 2.096353 -0.525 -0.898 -0.220 0.095
H 2.129371 1.496148 0.870940 1.318 0.370 -1.104 0.067
H 1.350542 1.730880 -1.421799 -0.679 0.166 -0.265 0.093
H -0.074255 2.547074 -0.742864 -0.339 0.576 0.088 0.082
H -0.317278 1.210041 -1.876302 -0.433 -0.027 -1.109 0.049
H -1.268245 -0.381496 1.281795 0.578 -1.416 2.121 0.056
H -1.682407 1.173639 0.800789 0.983 -0.797 -0.660 0.095
H 0.281546 -1.246683 -1.206567 0.826 0.699 2.000 0.157
H -1.910819 -0.245975 -1.995067 1.057 -0.527 -0.645 0.043
H -4.517441 -0.482374 0.966580 -0.337 -2.736 0.448 -0.174
```
Forces are in eV/Å.

Its expectation value of S² is 2.005. Its electronic energy is -31749.650 eV. As for the HOMO-LUMO gap (spin up / spin down): 6.5 / 7.9 eV. As for the spin multiplicity: 3. The calculation puts the HOMO energy (spin up / spin down) at -5.845 / -10.478 eV.



No. 5
Density functional theory data (wB97M-V/def2-TZVPD) for 2 unconnected molecules or ions with the total composition C7H17O3P at a distorted geometry.

XYZ file:
```
28
Properties=species:S:1:pos:R:3:forces:R:3:lowdin_charge:R:1
C 3.187252 2.509528 -0.439931 0.274 -0.947 2.786 -0.059
C 2.145423 -2.398280 -0.023762 1.473 -2.900 -0.375 -0.158
C -3.323979 0.601557 1.197821 1.184 0.073 -0.318 -0.072
C -4.057940 -0.369408 -0.957389 0.246 1.931 -0.318 -0.089
C 2.303382 1.815907 0.643870 1.353 -0.454 -0.859 -0.260
C 1.484663 -1.560724 -1.089064 -2.440 -0.859 -0.043 -0.360
C -3.239432 -0.547914 0.286074 -4.094 2.309 -0.862 -0.669
O 0.174849 -0.532405 1.016347 -1.294 -0.237 -0.064 -0.223
O -2.476124 -1.472128 0.415352 4.074 -3.356 0.534 -0.026
O 2.127404 0.400701 0.287651 2.028 2.972 0.599 -0.347
P 0.793283 -0.009797 -0.391268 -1.463 -2.507 1.249 0.904
H 3.148604 3.551067 -0.100791 0.265 0.065 -0.716 0.077
H 4.249918 2.125721 -0.367013 -1.319 0.412 -0.714 0.098
H 2.592165 2.314298 -1.325747 0.735 0.304 -0.603 0.066
H 1.628262 -2.678883 0.932249 0.401 0.943 -0.965 0.082
H 2.379710 -3.493453 -0.503278 -0.358 2.659 0.904 0.130
H 3.121209 -1.850257 0.078221 -0.792 -1.104 0.860 0.080
H -2.293990 0.777097 1.590056 -0.108 0.836 -0.650 0.069
H -3.860142 1.355112 0.611108 0.597 0.644 0.797 0.069
H -3.807598 0.392901 2.109949 -1.206 -0.298 1.117 0.057
H -3.429139 0.259363 -1.681823 -0.320 -0.063 0.452 0.070
H -4.159531 -1.274405 -1.544117 -0.831 -0.253 0.315 0.060
H -4.968009 0.295238 -0.687174 1.113 -1.669 -0.976 0.099
H 1.409889 2.373966 0.596313 -1.689 0.117 -0.051 0.079
H 2.576414 1.849909 1.689136 0.727 -0.073 0.048 0.118
H 0.675617 -2.010214 -1.675095 0.189 -0.214 0.241 0.080
H 2.273632 -1.316257 -1.716546 1.164 0.848 -1.657 0.053
H -0.655783 -1.108228 1.048852 0.091 0.819 -0.731 0.073
```
Forces are in eV/Å.

As for the energy above the lowest of the compared OMol25 structures with the same formula, charge and spin: 0.690 eV. Its expectation value of S² is 2.010. Its electronic energy is -22959.675 eV. As for the HOMO-LUMO gap (spin up / spin down): 3.7 / 3.7 eV. As for the spin multiplicity: 3. The calculation puts the HOMO energy (spin up / spin down) at -3.056 / -7.645 eV.



No. 6
Density functional theory data (wB97M-V/def2-TZVPD) for 2 unconnected molecules or ions with the total composition C7H17OSi at a distorted geometry.

XYZ file:
```
26
Properties=species:S:1:pos:R:3:forces:R:3:lowdin_charge:R:1
C 0.870361 3.891835 0.909076 0.194 -3.226 -0.002 -0.117
C 0.491200 -1.965785 -0.474927 0.429 -2.000 -1.385 -0.244
C 1.122731 0.009767 0.873324 0.029 0.437 1.990 0.045
C 1.297529 -2.271631 1.961350 -2.285 2.531 -0.176 -0.037
C -0.968876 -0.273191 -2.889318 0.938 -3.127 2.511 -0.114
C -2.695064 -1.110836 -0.163040 0.803 0.412 -5.588 -0.123
C 0.963774 -1.309416 0.819618 0.108 -0.791 0.150 -0.421
O 0.289173 3.188876 -0.226985 0.318 1.504 0.515 -0.133
Si -1.066695 -1.119065 -1.176413 0.174 -0.031 0.861 1.055
H 1.885979 3.561003 0.989695 0.661 0.132 0.336 0.080
H 0.307052 3.613599 1.744706 -0.571 -0.840 1.593 0.062
H 0.498388 -3.139300 -0.236489 -0.607 2.486 -1.039 0.140
H 0.778013 4.913693 0.931936 -0.039 2.601 -0.869 0.059
H 1.181237 -1.837102 -1.396497 -0.466 -0.209 1.693 0.108
H 0.839889 0.560759 -0.001894 0.214 0.829 -0.241 0.034
H 1.450353 0.567600 1.835885 -0.546 -1.019 -1.972 0.123
H 0.272776 3.982602 -0.753242 -0.594 -0.287 -1.613 0.058
H 1.635241 -1.635519 2.762637 0.850 -0.501 0.413 0.085
H 0.456619 -2.830923 2.344620 -1.134 0.436 0.145 0.086
H 1.805935 -3.100961 1.637608 2.584 -1.443 -0.737 0.053
H -0.434754 0.600550 -2.820967 1.306 2.409 0.423 0.012
H -0.309157 -0.942359 -3.457464 -0.859 0.000 -0.555 0.063
H -1.963228 -0.061488 -3.108609 -1.606 0.037 -1.337 0.020
H -3.318075 -1.867270 -0.756337 0.209 1.384 1.175 0.091
H -2.429053 -1.361436 0.754418 0.860 -1.845 4.237 -0.033
H -2.961349 -0.064002 -0.102694 -0.970 0.123 -0.525 0.049
```
Forces are in eV/Å.

As for the energy above the lowest of the compared OMol25 structures with the same formula, charge and spin: 2.252 eV. Its electronic energy is -17449.922 eV. As for the HOMO-LUMO gap: 8.1 eV. As for the spin multiplicity: 1. Its charge is +1. The calculation puts the HOMO energy at -13.170 eV.